Formula: C29H67N2O6V
Source: the OMol25 dataset
Level of theory: the ωB97M-V functional and the def2-TZVPD basis

Atoms and positions in Å:
H (17.4824, 11.5684, -0.7936)
C (19.3863, 16.4286, -2.7216)
C (28.3138, 13.2032, -1.3659)
H (21.7324, 15.5131, -3.0120)
C (24.0031, 12.6817, -3.1108)
H (21.0622, 15.6288, -7.0926)
H (19.6995, 16.2957, -6.3601)
H (20.1004, 11.0378, -7.5831)
H (20.0622, 9.3208, 3.4082)
C (17.5761, 12.3300, -5.8118)
C (22.2763, 9.2940, -6.6184)
N (19.9160, 13.2504, -6.2819)
H (29.4326, 13.2385, 0.3911)
C (21.1648, 11.6998, 1.3432)
H (20.3184, 11.1264, 3.3673)
H (21.8317, 8.2768, 1.8881)
H (28.2637, 11.8186, 0.3144)
H (22.4553, 7.3596, -4.4864)
H (21.2562, 9.0204, -6.3488)
H (16.5519, 13.0613, -7.6916)
H (24.9100, 8.7533, -6.5575)
H (20.7497, 14.4051, -1.4179)
C (26.9583, 13.9014, -0.9786)
H (18.3066, 11.1695, -7.8072)
H (29.0747, 13.8042, -1.8640)
C (18.6169, 9.9454, 0.1632)
C (19.1486, 11.9960, -6.0078)
C (18.4204, 10.6010, 2.6897)
H (19.2313, 17.0589, -3.5973)
H (20.5431, 13.0459, -2.4251)
H (27.1232, 14.6990, -0.2542)
C (19.5661, 13.7546, -8.8145)
O (20.6781, 9.2702, -0.5656)
H (16.8337, 9.0358, -0.7877)
H (20.6031, 13.5880, -9.1060)
C (23.3373, 9.0720, -5.4819)
H (20.7362, 8.3194, -0.4468)
C (17.8880, 9.8978, 1.5355)
H (27.4611, 11.6264, -1.6711)
H (19.1111, 13.7739, -1.6250)
C (21.9421, 9.3585, 1.9646)
N (19.9855, 9.5706, 0.5109)
H (26.3836, 13.0458, -0.6238)
H (17.3014, 12.4201, -4.7609)
H (19.7995, 16.1607, -8.1079)
H (21.3836, 11.7797, 0.2784)
O (24.5969, 9.5006, -6.0426)
H (18.9645, 12.8564, -8.9536)
H (18.3622, 11.6894, 2.7031)
C (19.9752, 15.6259, -7.1745)
C (16.9278, 13.3981, -6.7255)
C (17.9093, 14.5432, -6.9426)
H (18.6990, 12.2906, 0.1486)
C (20.7419, 10.2498, 1.6516)
C (19.1212, 10.9828, -7.1074)
H (18.0302, 7.9481, -0.7002)
H (18.4582, 16.1824, -2.2058)
C (19.9249, 15.0232, -3.1834)
C (23.6187, 12.0500, -1.7484)
H (22.8513, 9.6606, 1.4449)
H (17.9609, 8.8176, 1.6619)
H (19.1442, 14.4536, -9.5366)
H (19.1821, 10.3318, -4.3958)
C (19.4046, 14.2148, -7.3100)
H (18.1806, 9.2760, -1.9185)
O (24.7083, 11.9471, -4.0496)
H (29.7403, 11.7287, -0.3062)
H (16.0285, 13.7165, -6.1982)
H (22.2525, 8.6857, -7.5226)
H (16.8661, 10.2552, 1.4092)
H (19.2237, 14.6650, -3.9371)
H (17.0866, 11.4263, -6.1748)
O (21.2673, 13.1852, -6.1074)
O (21.1384, 15.2526, -3.7197)
H (21.8569, 12.2645, 1.9678)
O (27.9297, 12.1971, -2.2845)
H (26.5890, 14.4348, -1.8545)
H (20.0074, 17.0400, -2.0670)
H (19.3361, 11.9582, -3.8278)
H (24.5556, 11.9420, -1.2018)
H (17.7465, 10.4113, 3.5252)
H (23.1237, 11.0942, -1.9200)
H (22.8932, 12.6410, -1.1894)
C (18.4892, 11.3840, -0.4189)
H (22.2027, 10.3163, -6.9895)
H (23.5463, 6.9236, -5.8541)
H (23.2842, 9.7553, -4.6344)
C (20.0522, 13.9754, -2.1368)
H (17.8292, 15.2851, -6.1481)
H (21.3534, 13.8434, -5.4139)
V (26.0763, 11.3032, -5.5907)
C (19.5932, 11.3056, -4.6621)
H (19.0743, 11.4986, -1.3314)
C (28.9506, 12.4751, -0.2197)
H (24.7377, 13.4299, -2.8130)
H (23.1701, 13.2167, -3.5668)
C (17.9184, 9.0150, -0.8932)
H (24.1285, 7.5094, -4.2378)
H (22.2773, 9.4598, 2.9968)
H (20.2899, 12.2775, 1.6411)
C (23.3744, 7.6031, -5.0193)
H (20.6646, 11.1896, -4.4982)
C (19.9134, 10.2509, 2.8597)
H (19.0455, 9.9867, -6.6714)
H (17.5126, 15.2437, -7.6776)

Summary:
E_tot in eV: -72096.5590
HOMO (spin up / spin down) in Ha: -0.355 / -0.355
Spin multiplicity: 4
Maximum force in eV Å⁻¹: 5.1
Gap between HOMO and LUMO (spin up / spin down) in eV: 4.489 / 4.485
Charge: +1
⟨S²⟩: 3.8276
M in g/mol: 590.807